No. 1
Formula: C10H14Br2
Source: the OMol25 dataset
Level of theory: ωB97M-V with the def2-TZVPD basis set

Each atom is followed by the atoms it is bonded to, with distances in Å.
Geometry (Å):
1 C -2.3711 1.4968 0.8170  C2 1.425, H8 1.035, H9 1.157, H10 1.091
2 C -1.1004 1.0108 0.3923  C1 1.425, C3 1.549, C4 1.326
3 C 0.1940 1.0088 1.2428  C2 1.549, H11 1.069, H12 1.134, H13 1.106
4 C -0.9145 0.6476 -0.8696  C2 1.326, C5 1.249
5 C -0.6760 0.9069 -2.0677  C4 1.249, C6 1.306
6 C -0.1833 0.7078 -3.2611  C5 1.306, Br7 1.948, H14 1.159
7 Br 1.7472 0.7781 -3.5148  C6 1.948
8 H -2.5561 2.5110 0.9028  C1 1.035
9 H -3.2131 1.0174 0.1846  C1 1.157
10 H -2.5725 0.9905 1.7620  C1 1.091
11 H 0.9929 0.6176 0.6499  C3 1.069
12 H 0.5745 2.0238 1.5764  C3 1.134
13 H 0.0476 0.1982 1.9812  C3 1.106
14 H -0.7265 0.7250 -4.2846  C6 1.159
15 C 1.3875 -2.8564 0.0260  C16 1.512, H20 1.044, H21 1.144, H22 1.053
16 C 0.3289 -2.7076 -1.0427  C15 1.512, C17 1.444, C18 1.364
17 C 0.5814 -2.4237 -2.4357  C16 1.444, H23 1.103, H24 1.017, H25 1.098
18 C -0.8311 -2.1144 -0.6373  C16 1.364, Br19 1.970, H26 1.120
19 Br -1.4310 -1.7409 1.2021  C18 1.970
20 H 2.1356 -3.5623 -0.1516  C15 1.044
21 H 0.9916 -3.1683 1.0534  C15 1.144
22 H 1.8697 -1.9201 0.0277  C15 1.053
23 H -0.3335 -2.1262 -2.9747  C17 1.103
24 H 1.0268 -3.1891 -2.9360  C17 1.017
25 H 1.2000 -1.5425 -2.6499  C17 1.098
26 H -1.5333 -1.8989 -1.4825  C18 1.120

Values from the calculation:
- electronic energy (a.u.) = -5537.2578
- strongest force on any atom (eV/A) = 5.2
- ΔE to the lowest compared entry with this formula, charge and spin (kcal/mol) = 1.2
- HOMO (spin up / spin down) (eV) = -8.16 / -8.16

=====

No. 2
Formula: C51H61FN3O2
Source: the OMol25 dataset
Level of theory: ωB97M-V with the def2-TZVPD basis set

Each atom is followed by the atoms it is bonded to, with distances in Å.
Geometry (Å):
1 C 2.5752 -0.2704 2.2323  C2 1.519, H44 1.086, H45 1.099, H46 1.096
2 C 3.2437 -1.5822 1.8572  C1 1.519, C3 1.532, C4 1.532, C5 1.564
3 C 4.7639 -1.3982 1.9112  C2 1.532, H47 1.103, H48 1.097, H49 1.101
4 C 2.8852 -2.6670 2.8775  C2 1.532, H50 1.097, H51 1.095, H52 1.090
5 C 2.7578 -1.9803 0.4251  C2 1.564, C6 1.409, C14 1.433
6 C 3.6544 -1.9505 -0.6620  C5 1.409, C7 1.407, H53 1.103
7 C 3.2510 -2.3918 -1.9358  C6 1.407, C8 1.397, H54 1.096
8 C 2.0837 -3.1494 -2.0622  C7 1.397, C9 1.404, H55 1.101
9 C 1.2340 -3.3070 -0.9561  C8 1.404, C10 1.553, C14 1.445
10 C 0.2164 -4.4803 -0.9258  C9 1.553, C11 1.520, C12 1.535, C13 1.538
11 C -1.1908 -3.9169 -1.0413  C10 1.520, H56 1.097, H57 1.098, H58 1.091
12 C 0.3982 -5.2986 0.3596  C10 1.535, H59 1.095, H60 1.093, H61 1.097
13 C 0.3838 -5.4847 -2.0787  C10 1.538, H62 1.099, H63 1.106, H64 1.101
14 C 1.4127 -2.3810 0.1380  C5 1.433, C9 1.445, N15 1.447
15 N 0.2589 -1.7730 0.7646  C14 1.447, C16 1.473, C33 1.390
16 C -0.4879 -2.3704 1.8846  N15 1.473, C17 1.503, H65 1.098, H66 1.107
17 C -1.7766 -1.5979 1.8983  C16 1.503, N18 1.471, H67 1.100, H68 1.102
18 N -1.5261 -0.4279 1.0423  C17 1.471, C19 1.454, C33 1.389
19 C -2.5141 0.6392 1.0645  N18 1.454, C20 1.427, C28 1.436
20 C -2.5521 1.5421 2.1686  C19 1.427, C21 1.562, C25 1.399
21 C -1.5902 1.6158 3.3964  C20 1.562, C22 1.541, C23 1.517, C24 1.534
22 C -1.2694 3.0765 3.7679  C21 1.541, H69 1.095, H70 1.101, H71 1.099
23 C -0.2273 0.9885 3.1738  C21 1.517, H72 1.091, H73 1.099, H74 1.104
24 C -2.3019 0.9526 4.5820  C21 1.534, H75 1.096, H76 1.098, H77 1.095
25 C -3.5679 2.5016 2.2358  C20 1.399, C26 1.381, H78 1.094
26 C -4.4186 2.7199 1.1705  C25 1.381, C27 1.388, H79 1.093
27 C -4.3990 1.8350 0.1009  C26 1.388, C28 1.398, H80 1.093
28 C -3.5631 0.7145 0.0874  C19 1.436, C27 1.398, C29 1.573
29 C -3.9740 -0.4045 -0.9390  C28 1.573, C30 1.539, C31 1.532, C32 1.515
30 C -4.9376 0.1124 -2.0216  C29 1.539, H81 1.102, H82 1.100, H83 1.096
31 C -4.6931 -1.5214 -0.1763  C29 1.532, H84 1.091, H85 1.098, H86 1.098
32 C -2.7890 -0.9280 -1.7242  C29 1.515, H87 1.087, H88 1.101, H89 1.097
33 C -0.3013 -0.5552 0.3988  N15 1.390, N18 1.389, C34 1.441
34 C 0.2520 0.2013 -0.6961  C33 1.441, C35 1.469, H90 1.109
35 C -0.5192 1.3668 -1.1496  C34 1.469, C36 1.410, C43 1.421
36 C -0.8879 2.3530 -0.2115  C35 1.410, C37 1.386, H91 1.099
37 C -1.6141 3.4610 -0.6190  C36 1.386, C38 1.420, H92 1.090
38 C -2.1316 3.4431 -1.9414  C37 1.420, N39 1.425, C42 1.406
39 N -3.4652 3.8928 -2.1652  C38 1.425, O40 1.263, O41 1.248
40 O -4.0284 3.4488 -3.2047  N39 1.263
41 O -4.0513 4.6058 -1.3259  N39 1.248
42 C -1.6062 2.5950 -2.9316  C38 1.406, C43 1.378, H93 1.084
43 C -0.8009 1.5516 -2.5302  C35 1.421, C42 1.378, H94 1.094
44 H 1.5027 -0.3840 2.1060  C1 1.086
45 H 2.7833 0.0554 3.2609  C1 1.099
46 H 2.8763 0.5271 1.5438  C1 1.096
47 H 5.2858 -2.3107 1.5779  C3 1.103
48 H 5.1145 -0.5521 1.3072  C3 1.097
49 H 5.0779 -1.1954 2.9473  C3 1.101
50 H 3.2033 -3.6530 2.5159  C4 1.097
51 H 3.3919 -2.4735 3.8290  C4 1.095
52 H 1.8136 -2.7156 3.0738  C4 1.090
53 H 4.6690 -1.5393 -0.5264  C6 1.103
54 H 3.9031 -2.2213 -2.7994  C7 1.096
55 H 1.8638 -3.6369 -3.0241  C8 1.101
56 H -1.3084 -3.3632 -1.9814  C11 1.097
57 H -1.9318 -4.7266 -1.0203  C11 1.098
58 H -1.4123 -3.2358 -0.2181  C11 1.091
59 H 1.2031 -6.0278 0.2161  C12 1.095
60 H 0.6715 -4.7010 1.2325  C12 1.093
61 H -0.5218 -5.8515 0.5850  C12 1.097
62 H 1.3990 -5.9044 -2.0979  C13 1.099
63 H -0.3189 -6.3226 -1.9156  C13 1.106
64 H 0.1463 -5.0373 -3.0563  C13 1.101
65 H -0.6729 -3.4456 1.7582  C16 1.098
66 H 0.0334 -2.2593 2.8551  C16 1.107
67 H -2.5878 -2.2005 1.4642  C17 1.100
68 H -2.1044 -1.3075 2.9092  C17 1.102
69 H -2.1422 3.6291 4.1316  C22 1.095
70 H -0.5185 3.0906 4.5729  C22 1.101
71 H -0.8471 3.6111 2.9057  C22 1.099
72 H -0.3006 -0.0876 3.0131  C23 1.091
73 H 0.3034 1.4573 2.3330  C23 1.099
74 H 0.3998 1.1334 4.0704  C23 1.104
75 H -2.5406 -0.0963 4.3725  C24 1.096
76 H -1.6725 0.9896 5.4812  C24 1.098
77 H -3.2426 1.4718 4.7926  C24 1.095
78 H -3.6929 3.1307 3.1217  C25 1.094
79 H -5.1091 3.5670 1.1647  C26 1.093
80 H -5.1180 2.0066 -0.7038  C27 1.093
81 H -4.5206 0.9866 -2.5465  C30 1.102
82 H -5.0950 -0.6709 -2.7783  C30 1.100
83 H -5.9216 0.3679 -1.6123  C30 1.096
84 H -4.0726 -1.9218 0.6272  C31 1.091
85 H -5.6052 -1.1172 0.2818  C31 1.098
86 H -4.9673 -2.3437 -0.8497  C31 1.098
87 H -1.9779 -1.2565 -1.0800  C32 1.087
88 H -3.0886 -1.7790 -2.3545  C32 1.101
89 H -2.3946 -0.1400 -2.3772  C32 1.097
90 H 0.6264 -0.4869 -1.4812  C34 1.109
91 H -0.5092 2.2476 0.8148  C36 1.099
92 H -1.8954 4.2560 0.0710  C37 1.090
93 H -1.9082 2.7610 -3.9593  C42 1.084
94 H -0.4026 0.8614 -3.2794  C43 1.094
95 F 2.9642 4.2525 -4.8547  C96 1.373
96 C 2.7221 2.9621 -4.4543  F95 1.373, C97 1.390, C108 1.386
97 C 2.9571 1.9427 -5.3699  C96 1.390, C98 1.394, H109 1.084
98 C 2.6038 0.6461 -4.9980  C97 1.394, C99 1.394, H110 1.093
99 C 2.2001 0.3764 -3.6912  C98 1.394, C100 1.426, H111 1.091
100 C 2.1920 1.4002 -2.6986  C99 1.426, C101 1.470, C108 1.417
101 C 2.1724 1.0682 -1.2669  C100 1.470, C102 1.486, H112 1.098
102 C 2.8001 2.0825 -0.3801  C101 1.486, C103 1.421, C107 1.403
103 C 4.1228 1.9651 0.1246  C102 1.421, C104 1.400, H113 1.094
104 C 4.5493 2.7829 1.1782  C103 1.400, C105 1.401, H114 1.091
105 C 3.7526 3.8440 1.6272  C104 1.401, C106 1.396, H115 1.093
106 C 2.5236 4.0765 1.0065  C105 1.396, C107 1.397, H116 1.093
107 C 2.0847 3.2334 -0.0168  C102 1.403, C106 1.397, H117 1.092
108 C 2.2294 2.7330 -3.1789  C96 1.386, C100 1.417, H118 1.085
109 H 3.4182 2.1586 -6.3266  C97 1.084
110 H 2.6582 -0.1594 -5.7341  C98 1.093
111 H 1.9877 -0.6600 -3.4248  C99 1.091
112 H 2.5660 0.0662 -1.0482  C101 1.098
113 H 4.7910 1.2066 -0.2924  C103 1.094
114 H 5.5201 2.6079 1.6447  C104 1.091
115 H 4.0901 4.4833 2.4469  C105 1.093
116 H 1.8996 4.9231 1.3027  C106 1.093
117 H 1.1552 3.4507 -0.5471  C107 1.092
118 H 1.9866 3.5918 -2.5624  C108 1.085

Values from the calculation:
- electronic energy (a.u.) = -2394.1346
- strongest force on any atom (eV/A) = 3.2
- HOMO (eV) = -10.79
- net charge = +1

=====

No. 3
Formula: C26H54ClFN4O9S2
Source: the OMol25 dataset
Level of theory: ωB97M-V with the def2-TZVPD basis set

Each atom is followed by the atoms it is bonded to, with distances in Å.
Geometry (Å):
1 H 1.9053 5.0387 -3.2362  N2 1.031
2 N 1.6208 4.2471 -3.8316  H1 1.031, C3 1.282
3 C 1.3373 3.2699 -3.0512  N2 1.282, C4 1.573, H31 1.128
4 C 0.8570 1.8669 -3.5747  C3 1.573, N5 1.460, H32 1.119, H33 1.128
5 N 0.5512 0.9347 -2.4936  C4 1.460, C6 1.461, H34 1.014
6 C -0.6330 1.2890 -1.7139  N5 1.461, C7 1.576, C11 1.599, H35 1.127
7 C -1.9275 1.0799 -2.5875  C6 1.576, C8 1.578, H36 1.121, H37 1.126
8 C -2.0660 -0.3495 -3.2424  C7 1.578, C9 1.580, H38 1.122, H39 1.117
9 C -3.5948 -0.6233 -3.5334  C8 1.580, Cl10 1.816, H40 1.125, H41 1.115
10 Cl -4.2638 0.4656 -4.8243  C9 1.816
11 C -0.6587 0.5182 -0.3135  C6 1.599, C12 1.579, O14 1.422, H42 1.127
12 C -2.0469 0.6912 0.4192  C11 1.579, N13 1.469, H43 1.130, H44 1.121
13 N -3.0880 -0.2505 -0.0135  C12 1.469, H45 1.012, H46 1.014
14 O -0.2962 -0.8282 -0.5938  C11 1.422, C15 1.437
15 C 0.6187 -1.4134 0.3475  O14 1.437, C16 1.631, C18 1.580, C27 1.569
16 C 0.3731 -3.0111 0.1322  C15 1.631, N17 1.462, H47 1.120, H48 1.128
17 N -0.8953 -3.3437 -0.5146  C16 1.462, H49 1.011, H50 1.013
18 C 0.2402 -1.1709 1.8627  C15 1.580, C19 1.569, H51 1.129, H52 1.121
19 C -1.0849 -1.8563 2.3487  C18 1.569, C20 1.594, H53 1.120, H54 1.115
20 C -1.4877 -1.2032 3.7456  C19 1.594, C21 1.581, H55 1.116, H56 1.128
21 C -2.3465 -2.1777 4.6476  C20 1.581, C22 1.588, H57 1.122, H58 1.116
22 C -3.2464 -1.2711 5.5904  C21 1.588, C23 1.579, H59 1.125, H60 1.127
23 C -4.1917 -2.1069 6.5404  C22 1.579, C24 1.587, H61 1.126, H62 1.122
24 C -5.2229 -2.8994 5.6301  C23 1.587, C25 1.580, H63 1.126, H64 1.118
25 C -6.7307 -2.6689 6.0407  C24 1.580, C26 1.590, H65 1.116, H66 1.120
26 C -6.8707 -3.0040 7.5888  C25 1.590, H67 1.121, H68 1.120, H69 1.115
27 C 2.1405 -1.2393 0.0061  C15 1.569, C28 1.555, H70 1.126, H71 1.126
28 C 2.8970 0.0608 0.3992  C27 1.555, C29 1.595, F30 1.407, H72 1.126
29 C 3.2480 1.0124 -0.8316  C28 1.595, H73 1.121, H74 1.120, H75 1.113
30 F 2.3318 0.8878 1.3873  C28 1.407
31 H 1.4119 3.4672 -1.9431  C3 1.128
32 H 0.0656 1.9869 -4.3567  C4 1.119
33 H 1.7547 1.4447 -4.1112  C4 1.128
34 H 0.5681 -0.0372 -2.7831  N5 1.014
35 H -0.6176 2.3807 -1.4338  C6 1.127
36 H -2.8913 1.2968 -2.0575  C7 1.121
37 H -1.8959 1.8159 -3.4393  C7 1.126
38 H -1.5500 -0.3253 -4.2387  C8 1.122
39 H -1.7088 -1.1944 -2.6052  C8 1.117
40 H -4.1533 -0.3728 -2.5901  C9 1.125
41 H -3.7885 -1.7002 -3.7495  C9 1.115
42 H 0.0828 1.0839 0.3191  C11 1.127
43 H -2.3896 1.7389 0.1699  C12 1.130
44 H -1.8620 0.6963 1.5244  C12 1.121
45 H -3.9511 0.2217 -0.2505  N13 1.012
46 H -2.7733 -0.8849 -0.7389  N13 1.014
47 H 0.5524 -3.5767 1.0819  C16 1.120
48 H 1.1726 -3.3770 -0.5747  C16 1.128
49 H -0.8774 -3.1924 -1.5143  N17 1.011
50 H -1.6978 -2.9175 -0.0669  N17 1.013
51 H 1.0804 -1.6333 2.4579  C18 1.129
52 H 0.2422 -0.0899 2.1609  C18 1.121
53 H -0.9245 -2.9442 2.5631  C19 1.120
54 H -1.9680 -1.7291 1.6807  C19 1.115
55 H -0.6231 -0.7439 4.2807  C20 1.116
56 H -2.1820 -0.3514 3.4894  C20 1.128
57 H -1.7149 -2.8075 5.3277  C21 1.122
58 H -2.9884 -2.8575 4.0389  C21 1.116
59 H -2.6178 -0.5721 6.2077  C22 1.125
60 H -3.9256 -0.6332 4.9565  C22 1.127
61 H -4.7254 -1.3695 7.2036  C23 1.126
62 H -3.6299 -2.7804 7.2403  C23 1.122
63 H -5.1196 -2.5379 4.5692  C24 1.126
64 H -4.9561 -3.9849 5.6231  C24 1.118
65 H -6.9687 -1.5971 5.8402  C25 1.116
66 H -7.4114 -3.3726 5.4967  C25 1.120
67 H -6.0856 -3.7685 7.8261  C26 1.121
68 H -6.6034 -2.0738 8.1526  C26 1.120
69 H -7.8815 -3.3871 7.8632  C26 1.115
70 H 2.2485 -1.3934 -1.1045  C27 1.126
71 H 2.6754 -2.1174 0.4653  C27 1.126
72 H 3.9083 -0.2412 0.7920  C28 1.126
73 H 2.6763 1.9704 -0.7194  C29 1.121
74 H 4.3383 1.2688 -0.8127  C29 1.120
75 H 3.0324 0.5195 -1.8054  C29 1.113
76 O 2.9662 -0.9744 -3.8116  S77 1.430
77 S 3.7394 -1.5940 -4.8427  O76 1.430, O78 1.426, O79 1.617, O82 1.617
78 O 3.7913 -3.0083 -5.0194  S77 1.426
79 O 5.2494 -1.0227 -4.7501  S77 1.617, C80 1.431
80 C 5.6084 -0.4055 -5.9898  O79 1.431, C81 1.518, H83 1.093, H84 1.089
81 C 4.3010 0.0979 -6.5753  C80 1.518, O82 1.430, H85 1.088, H86 1.093
82 O 3.3426 -0.9145 -6.2550  S77 1.617, C81 1.430
83 H 6.0631 -1.1650 -6.6304  C80 1.093
84 H 6.3215 0.3994 -5.8205  C80 1.089
85 H 4.3564 0.2460 -7.6517  C81 1.088
86 H 3.9850 1.0285 -6.0961  C81 1.093
87 O 3.4151 5.9109 -2.3942  S88 1.430
88 S 4.5133 6.2506 -1.5442  O87 1.430, O89 1.426, O90 1.617, O93 1.617
89 O 4.9391 7.5962 -1.3388  S88 1.426
90 O 5.7880 5.3614 -1.9908  S88 1.617, C91 1.430
91 C 6.2409 4.5777 -0.8835  O90 1.430, C92 1.518, H94 1.093, H95 1.089
92 C 5.0046 4.3369 -0.0355  C91 1.518, O93 1.430, H96 1.088, H97 1.093
93 O 4.2717 5.5632 -0.1006  S88 1.617, C92 1.430
94 H 6.9889 5.1580 -0.3377  C91 1.093
95 H 6.6881 3.6489 -1.2338  C91 1.089
96 H 5.2483 4.0905 0.9960  C92 1.088
97 H 4.3813 3.5458 -0.4604  C92 1.093

Values from the calculation:
- electronic energy (a.u.) = -3275.5323
- strongest force on any atom (eV/A) = 2.6
- HOMO (eV) = -8.63